No. 1
A cluster of 17 separate species, C29H39Cl48N2O in total in a non-equilibrium geometry, computed with the ωB97M-V functional and the def2-TZVPD basis.

Atoms and positions in Å:
1 C -0.0142 -0.3667 3.7710
2 C 0.2458 -0.1680 2.6171
3 C 0.5096 0.0229 1.1765
4 C 1.5408 -1.0403 0.7217
5 C 2.4925 -0.6710 -0.4104
6 N 3.6641 0.0940 0.0563
7 C 0.9490 1.4679 0.9176
8 C -0.1593 2.5510 1.0643
9 C 0.3000 3.5808 2.0943
10 C -0.3126 3.3069 -0.2732
11 N -1.4855 2.0036 1.4639
12 O -1.7757 2.0955 2.7030
13 C -1.9564 0.7776 0.7567
14 C -2.7193 1.1168 -0.5314
15 C -2.9661 0.0493 1.6502
16 C -0.8179 -0.2161 0.4351
17 H -0.2767 -0.4650 4.7929
18 H 1.0415 -1.9680 0.4451
19 H 2.1735 -1.2920 1.5763
20 H 1.9876 -0.1636 -1.2357
21 H 2.8788 -1.6080 -0.8168
22 H 4.4683 -0.1570 -0.5064
23 H 3.5290 1.0864 -0.1065
24 H 1.7733 1.6917 1.5968
25 H 1.3619 1.5637 -0.0880
26 H 1.3115 3.8755 1.8059
27 H 0.3653 3.1532 3.0902
28 H -0.3171 4.4770 2.0744
29 H -0.2777 2.6295 -1.1262
30 H 0.4959 4.0298 -0.3631
31 H -1.2716 3.8236 -0.2936
32 H -2.1542 1.7435 -1.2122
33 H -2.9450 0.1753 -1.0346
34 H -3.6685 1.5853 -0.2730
35 H -3.3285 -0.7863 1.0508
36 H -2.4874 -0.3890 2.5205
37 H -3.8063 0.6787 1.9291
38 H -0.5654 -0.1238 -0.6295
39 H -1.1673 -1.2402 0.5615
40 C -3.6972 3.2333 -4.3779
41 Cl -4.6419 1.9129 -5.0599
42 Cl -4.5501 3.9838 -3.0280
43 Cl -2.1128 2.6453 -3.8654
44 H -3.5523 3.9849 -5.1426
45 C -4.5934 -3.7118 2.6123
46 Cl -4.5039 -4.2078 4.3019
47 Cl -5.4995 -2.1986 2.4529
48 Cl -2.9842 -3.5731 1.9078
49 H -5.1250 -4.4771 2.0653
50 C 0.9618 -0.5063 -4.4003
51 Cl 2.6264 -0.9790 -4.0627
52 Cl 0.3773 0.6355 -3.1854
53 Cl 0.8140 0.1657 -6.0211
54 H 0.3433 -1.3925 -4.3442
55 C 6.9064 -1.6022 1.3000
56 Cl 7.0990 -0.3588 2.5280
57 Cl 5.3433 -2.3972 1.4437
58 Cl 7.0870 -0.9147 -0.3248
59 H 7.6850 -2.3417 1.4301
60 C -7.3148 4.3855 -6.7053
61 Cl -7.9412 4.1476 -5.0758
62 Cl -5.8392 5.3560 -6.6725
63 Cl -7.0259 2.8378 -7.4991
64 H -8.0564 4.9270 -7.2759
65 C 3.4334 -3.1775 4.5564
66 Cl 1.8268 -2.4531 4.4535
67 Cl 4.4596 -2.2036 5.6010
68 Cl 3.3598 -4.8545 5.1152
69 H 3.8616 -3.1781 3.5640
70 C -6.3213 -5.2125 -1.4936
71 Cl -7.6162 -6.2678 -0.9315
72 Cl -6.0328 -3.9048 -0.3444
73 Cl -4.8399 -6.1271 -1.7795
74 H -6.6291 -4.7708 -2.4321
75 C 6.3393 2.6796 0.4110
76 Cl 8.0717 2.4772 0.6489
77 Cl 5.6101 3.5908 1.7391
78 Cl 5.9895 3.4493 -1.1359
79 H 5.8915 1.6927 0.4060
80 C 4.0477 1.1048 8.1545
81 Cl 3.0288 0.5557 6.8270
82 Cl 3.0724 1.5489 9.5542
83 Cl 5.2340 -0.1341 8.5828
84 H 4.5866 1.9836 7.8256
85 C -8.5923 8.6394 -7.3152
86 Cl -8.3562 7.3449 -8.4958
87 Cl -8.5151 8.0004 -5.6749
88 Cl -7.4123 9.9236 -7.5541
89 H -9.5794 9.0534 -7.4705
90 C -0.3551 1.1622 11.6287
91 Cl -1.1080 0.7342 13.1659
92 Cl 1.0207 2.2409 11.8912
93 Cl 0.1190 -0.2804 10.7401
94 H -1.0849 1.6976 11.0367
95 C 7.6823 3.3377 4.8837
96 Cl 6.4418 2.4105 5.7277
97 Cl 8.0719 4.8155 5.7619
98 Cl 9.1250 2.3644 4.6137
99 H 7.2849 3.6140 3.9159
100 C -5.5960 -1.9896 -5.7124
101 Cl -6.8984 -3.1690 -5.5504
102 Cl -6.1797 -0.5191 -6.4980
103 Cl -4.8732 -1.6366 -4.1449
104 H -4.8316 -2.4215 -6.3442
105 C 0.3784 -5.5058 -0.0324
106 Cl 0.5979 -4.4451 1.3563
107 Cl -1.2268 -6.2341 -0.0298
108 Cl 0.6546 -4.6078 -1.5300
109 H 1.1108 -6.2990 0.0265
110 C 3.5102 -7.1479 -3.3047
111 Cl 2.6035 -7.6957 -1.8896
112 Cl 3.9871 -5.4597 -3.1362
113 Cl 4.9130 -8.1756 -3.5817
114 H 2.8582 -7.2281 -4.1642
115 C 3.7251 -3.1810 -7.4276
116 Cl 4.5565 -1.7288 -6.8776
117 Cl 4.1512 -4.5657 -6.4203
118 Cl 1.9765 -2.9380 -7.4474
119 H 4.0453 -3.3880 -8.4396

Cartesian forces (eV/Å) of the 2 atoms listed first:
-0.1 0.4 -0.3
0.0 0.0 0.0

Properties
frontier orbital gap (spin up / spin down) = 7.67 / 8.98 eV
energy above the lowest of the compared OMol25 structures with the same formula, charge and spin = 0.000 eV
M = 2133.39 u
multiplicity = 2
LUMO level (spin up / spin down) = -0.053 / -0.053 eV

No. 2
A structure of composition C29H39LuNO4Sb2 in a non-equilibrium geometry, computed with the ωB97M-V functional and the def2-TZVPD basis.

Atoms and positions in Å:
1 Lu 0.1277 0.6541 -0.1642
2 C -2.9458 -1.8140 -1.4488
3 C -1.7045 -2.7224 -1.4774
4 C -1.4665 -3.3133 -0.0787
5 C -0.5013 -1.9609 -2.0046
6 C -0.6765 -0.9309 -2.9200
7 C 0.3855 -0.1522 -3.3290
8 C 1.6621 -0.3904 -2.8454
9 C 2.8097 0.4494 -3.2861
10 C 1.8515 -1.4585 -1.9813
11 C 0.7865 -2.2344 -1.5691
12 H -3.7498 -2.2414 -0.8579
13 H -3.3342 -1.6135 -2.4496
14 H -2.6959 -0.8590 -0.9875
15 H -1.8888 -3.5518 -2.1819
16 H -1.0939 -2.5479 0.6043
17 H -0.7381 -4.1261 -0.0893
18 H -2.3906 -3.7099 0.3471
19 H -1.6543 -0.7371 -3.3235
20 H 0.2258 0.6555 -4.0214
21 H 3.2633 0.0345 -4.1883
22 H 3.5772 0.4988 -2.5104
23 H 2.4852 1.4689 -3.5086
24 H 2.8464 -1.6751 -1.6273
25 H 0.9607 -3.0629 -0.9072
26 C -2.4991 -1.7380 3.5274
27 Sb -1.4867 -0.3833 2.1779
28 C -0.9276 0.9232 3.8047
29 C 0.1280 -1.7931 1.7831
30 C 0.9523 -2.3905 2.9077
31 C 0.7360 -3.7551 3.1961
32 C 1.4869 -4.4180 4.1637
33 C 2.4811 -3.7404 4.8569
34 C 2.7256 -2.3959 4.5890
35 C 1.9746 -1.6924 3.6235
36 C 2.3216 -0.2287 3.4333
37 Sb 2.6933 0.4503 1.4154
38 C 4.4836 -0.7420 1.1942
39 C 3.7621 2.2251 2.0378
40 H -3.3706 -1.2236 3.9817
41 H -1.8001 -2.0559 4.3283
42 H -2.8453 -2.6295 2.9656
43 H -0.5268 0.3366 4.6564
44 H -1.8416 1.4483 4.1496
45 H -0.2095 1.6903 3.4497
46 H 0.7807 -1.4242 0.9799
47 H -0.4512 -2.5980 1.2824
48 H -0.0196 -4.3209 2.6648
49 H 1.3016 -5.4644 4.3698
50 H 3.0670 -4.2583 5.6051
51 H 3.5077 -1.8997 5.1506
52 H 3.2187 0.0436 4.0291
53 H 1.5217 0.3944 3.8249
54 H 5.1286 -0.6202 2.0883
55 H 5.0360 -0.4150 0.2897
56 H 4.1986 -1.8092 1.0885
57 H 4.5119 1.9582 2.8109
58 H 3.0453 2.9604 2.4568
59 H 4.2797 2.6680 1.1623
60 O -3.1432 1.5988 -1.2655
61 C -2.1478 2.2351 -1.7328
62 O -0.9266 2.0294 -1.4493
63 C -2.4458 3.3463 -2.7237
64 C -1.4036 4.1013 -3.2905
65 C -1.6702 5.1250 -4.2026
66 C -2.9966 5.4002 -4.5551
67 C -4.0515 4.6628 -4.0048
68 C -3.7698 3.6421 -3.0939
69 N -3.2844 6.4734 -5.5121
70 O -4.4708 6.6921 -5.8032
71 O -2.3269 7.1080 -5.9817
72 H -0.3752 3.8767 -3.0075
73 H -0.8386 5.6865 -4.6193
74 H -5.0870 4.8619 -4.2662
75 H -4.5819 3.0602 -2.6579
76 H 0.0174 2.3371 0.9294

Cartesian forces (eV/Å) of the 2 atoms listed first:
-1.5 1.5 -1.6
0.2 -0.1 -0.1

Properties
frontier orbital gap = 8.01 eV
charge = +1
M = 884.12 u
LUMO level = -3.503 eV